C48H134N8O23 | wB97M-V/def2-TZVPD

Each line ends with the Mulliken charge.
Geometry (Å):
1 O 4.40027 4.18162 -3.15086  -0.0835
2 O -1.03048 -2.21658 1.05230  1.2211
3 O 0.23291 -4.82043 -2.58955  -0.7566
4 O -5.21927 0.18155 1.97102  -0.2788
5 O -2.16183 -0.67737 -2.26093  -0.3744
6 O -5.84452 -4.24182 2.71666  -0.1535
7 O -0.75780 1.25148 -5.85524  -0.3527
8 O -1.94432 -3.60945 -6.48222  -0.2933
9 O 1.10413 -4.10340 0.16593  -0.4615
10 O 6.90672 4.28985 -9.09082  -0.3020
11 O -0.89864 2.30537 0.23070  -0.3616
12 O -6.42328 -1.26468 6.68924  -0.3336
13 O 5.38014 4.07783 1.86394  -0.2126
14 O -1.50288 3.37655 2.85628  -0.6333
15 O 3.68398 -2.55858 0.71599  -0.7027
16 O -0.04650 -2.91352 6.09387  -0.1815
17 O 1.51017 6.14194 -4.86687  -0.1402
18 O 3.06164 -0.35418 -0.95191  -0.4091
19 O -3.55037 -4.77015 8.33643  -0.3079
20 O 0.24233 -6.76029 0.72911  -0.6940
21 O -0.60460 0.47075 2.88478  -0.1846
22 O 3.17650 -4.05758 3.83071  -0.2427
23 O 0.04419 5.02298 -0.98181  -0.2901
24 N 2.60813 5.27447 1.11339  -0.0444
25 N 1.63684 0.76226 1.20615  1.3033
26 N -0.67970 -2.53044 -3.97289  -0.1364
27 N -3.85502 -2.47870 1.47105  1.1130
28 N 2.23891 3.23987 -5.34954  0.3773
29 N 5.42959 4.03145 -5.75567  0.2988
30 N -4.22313 -3.05960 6.10712  0.0792
31 N 0.36020 -4.21244 3.52875  0.7300
32 C 0.09769 5.68148 -2.19965  -0.4136
33 C 0.42694 5.94606 0.02853  -1.2697
34 C -0.37427 -2.42823 7.39260  -0.9113
35 C 0.67353 1.42668 -5.99068  -0.2044
36 C -4.08511 -3.86173 1.05718  -0.8573
37 C 4.81808 5.30816 2.22802  -0.9616
38 C -0.94418 -4.01361 5.70888  0.3870
39 C 3.30361 5.45205 2.45822  -0.3668
40 C -7.12078 -4.89145 3.01231  -0.9605
41 C -6.47967 0.07354 1.49480  -0.7294
42 C -6.32043 -1.72912 5.37526  -1.0688
43 C -1.64089 -0.36082 3.47754  0.3917
44 C 6.54886 4.79621 -7.81939  -0.3418
45 C -4.29780 -1.56044 0.41579  -0.2523
46 C -0.07871 -2.91913 -5.24494  -0.4833
47 C -5.52406 -4.35062 1.27874  -1.0011
48 C -0.80199 -4.09645 -5.82001  -0.7173
49 C 1.81637 0.79598 2.61351  -0.8572
50 C -4.38829 -5.31090 7.33935  -0.8755
51 C -2.95395 -4.65405 -6.47570  -0.8614
52 C -5.07687 -4.14327 6.57995  -0.3805
53 C 0.95900 5.28378 -5.95552  -0.6487
54 C -1.36761 0.62224 -6.99432  -0.9534
55 C -0.10915 -1.41217 -3.27539  0.4067
56 C 2.62303 0.99752 -0.93810  -0.1240
57 C 1.15823 -5.44495 3.84226  -0.5587
58 C 3.57290 -4.30645 5.16771  -0.6597
59 C 6.37173 4.16444 -4.60461  -0.8715
60 C -4.94946 -2.29556 5.12905  0.2072
61 C 2.51623 -5.21880 3.25469  -0.6431
62 C -0.94356 -4.12992 4.20399  0.1935
63 C 1.14181 2.36160 -4.95377  -0.1871
64 C 1.16081 5.24278 1.19430  0.1896
65 C 2.62263 1.53927 0.48179  0.4180
66 C 5.86793 3.71229 -7.09124  -0.8189
67 C 5.65007 4.90366 -3.48360  -0.5619
68 C 2.56898 6.94647 -5.16687  -0.5571
69 C 1.97117 4.24126 -6.40607  -0.5809
70 C -0.80782 -1.11015 -1.96145  1.1127
71 C 7.79869 5.03043 -9.90175  -0.7469
72 C 3.78505 4.96144 -2.12060  -0.5655
73 C 5.60095 3.16393 2.92960  -0.7494
74 C 3.45324 -0.89359 -2.23407  -0.7059
75 C -2.29555 0.73436 -2.34785  0.0617
76 C -4.22436 -4.05887 9.36401  -0.6563
77 C 0.72909 0.03670 3.27903  0.0041
78 C -7.68714 -0.85355 7.02840  -0.8544
79 C -4.29448 -0.14508 0.91945  -0.1190
80 H 7.86531 4.37315 -10.72886  0.2771
81 H 1.22930 0.43197 -5.88797  0.1564
82 H -1.26870 -1.82160 7.22555  0.2370
83 H 3.65173 1.39114 0.82475  0.4517
84 H -1.44262 -1.38519 3.14051  -0.6819
85 H -4.65290 -3.11546 8.96458  0.2241
86 H -7.87564 -4.36517 2.43518  0.3208
87 H 5.94401 2.16075 2.56087  0.2555
88 H -7.24365 -4.75749 4.10541  0.2425
89 H 2.52320 7.61294 -6.09828  0.2835
90 H 3.58562 6.36504 -5.19567  0.0039
91 H -0.54699 -4.89279 6.21803  0.3846
92 H -1.01007 2.49027 1.17730  0.1028
93 H -2.05745 1.25667 -7.51294  0.2078
94 H 0.57021 -4.52769 -1.70892  0.3250
95 H 8.82478 5.14111 -9.49136  0.2785
96 H 0.90056 -3.33218 3.72319  0.0658
97 H 7.24190 4.75437 -4.80010  0.4240
98 H -3.75127 -4.45272 -7.11906  0.2997
99 H 0.54761 -3.62278 0.84515  0.1255
100 H -5.50092 -4.47457 5.68862  0.1611
101 H -0.32869 6.56126 0.29425  0.6983
102 H 1.87673 1.80242 3.04564  -0.2348
103 H 5.30979 5.88644 -3.79808  0.3547
104 H 0.66900 1.00437 1.00176  -0.5690
105 H 3.01031 4.50677 0.65225  -0.1119
106 H 2.50020 -4.97161 2.22280  0.0784
107 H 2.92246 4.46016 -1.69416  -0.1783
108 H -3.53174 -1.60331 -0.44613  -0.0628
109 H -6.39377 -0.89698 4.71975  0.6948
110 H 0.92172 -3.28254 -5.01337  0.3937
111 H -7.20216 -2.39602 5.22382  0.2383
112 H 2.76788 -0.57456 -3.10035  0.0578
113 H -1.25171 2.62149 3.31453  0.2437
114 H -5.07374 -2.89864 4.29760  -0.1645
115 H -3.28860 0.11555 1.30717  -0.6206
116 H 1.53264 3.68978 -7.24406  0.4363
117 H -1.96438 -2.34658 1.35112  -0.4559
118 H 4.97439 3.48163 -7.62612  0.2689
119 H 1.56024 1.02913 -1.28136  -0.4049
120 H 1.44194 1.82569 -4.03605  -0.3465
121 H -5.91361 -3.70120 7.25549  0.1953
122 H -1.89788 -0.21977 -6.55605  0.1955
123 H 0.74935 0.14907 4.35648  0.4896
124 H 3.24419 1.67116 -1.55405  0.4765
125 H 2.92214 4.69860 3.19610  0.2196
126 H -3.41339 -4.80290 -5.51474  0.3202
127 H 7.45415 5.12719 -7.30370  0.3066
128 H -5.10972 -6.06137 7.71373  0.4323
129 H 5.42434 5.73893 3.04560  0.4494
130 H 3.10731 6.48539 2.72715  0.4984
131 H -2.47853 -5.54752 -6.78776  0.3481
132 H -0.67432 -3.28005 8.05693  0.3046
133 H 0.32879 2.94855 -4.52503  0.0743
134 H -1.61932 -0.33615 4.60837  0.3688
135 H -1.02840 -4.79918 -5.04065  0.4759
136 H 0.06338 4.80320 -5.53262  0.2562
137 H 3.44839 5.96898 -2.42731  0.1454
138 H 2.67716 -4.56465 5.80311  0.1622
139 H -0.59428 0.34525 -7.62860  0.5373
140 H -7.20565 0.58812 2.13472  0.3337
141 H 0.84499 1.86209 -6.98708  0.6372
142 H -0.18266 5.01703 -2.98779  -0.0601
143 H 4.44810 -0.62963 -2.44753  0.3941
144 H 2.93273 4.80211 -6.61480  0.1721
145 H 0.03836 -2.04415 -5.97987  0.0500
146 H 2.75570 7.54571 -4.24175  0.3019
147 H -3.34346 0.87281 -2.52864  0.3402
148 H 4.52376 5.08799 -1.33770  0.5634
149 H 4.12330 -3.40582 5.47264  0.2280
150 H -0.14856 -4.65803 -6.53418  0.3492
151 H -6.89933 -0.91173 1.30591  0.1971
152 H -7.06111 -5.93417 2.75734  0.3438
153 H -1.95385 -3.75023 6.15331  -0.2959
154 H 2.28674 2.56801 0.45967  -0.8810
155 H -1.97301 1.26892 -1.45569  -0.0040
156 H -7.61940 -0.27936 7.95907  0.2774
157 H 0.68871 -6.31783 3.30201  0.4198
158 H -8.20677 -0.18304 6.31175  0.3058
159 H -2.57803 -0.10130 3.07486  0.1160
160 H -0.82545 3.26362 -0.12923  0.2607
161 H 1.12866 6.61311 -0.42523  0.5280
162 H 0.37736 -1.83001 7.82926  0.2668
163 H 3.44731 -1.98491 -2.19103  0.3213
164 H 5.84910 5.56744 -7.88751  0.3330
165 H 2.73007 0.23394 2.82630  0.4477
166 H -1.00856 -1.27558 0.94929  -0.4413
167 H 0.34495 -6.86600 -0.21993  0.3159
168 H -5.00088 -4.67022 9.83340  0.3028
169 H 1.89383 -3.57873 0.16877  0.1687
170 H 3.42840 -1.67239 0.40937  0.4526
171 H -4.31806 -1.42969 4.87869  0.1956
172 H 6.74153 3.14194 -4.28211  0.3008
173 H 6.14282 3.52925 3.76115  0.4159
174 H -4.30519 -2.23138 2.31633  -0.5004
175 H -1.38092 -3.18700 3.86695  -1.4280
176 H -1.74502 1.02366 -3.27411  -0.2958
177 H 0.74980 -1.00648 2.91773  -0.2051
178 H -1.66537 -2.45851 -4.16539  0.1915
179 H -5.42689 -5.41101 1.00776  0.4542
180 H 6.28655 4.92339 -2.59473  0.3695
181 H -1.54432 -4.97397 3.90182  0.6065
182 H 0.70088 4.24921 1.31871  -0.3514
183 H 0.98107 -1.48701 -3.34789  -0.0060
184 H -0.16248 -4.09551 -3.11302  0.5249
185 H -0.28991 -0.49119 -3.78741  -0.6615
186 H 7.32904 5.97914 -10.17344  0.2876
187 H 4.75451 3.32250 -5.40375  -0.0302
188 H -3.69157 -5.80852 6.63779  0.3234
189 H -3.40479 -4.58751 1.66466  0.0774
190 H 1.13554 6.04466 -2.40588  0.1354
191 H -2.48922 3.42286 2.79290  0.2846
192 H 0.91911 5.81609 2.12015  0.4798
193 H -0.17166 -0.38266 -1.38589  -0.4940
194 H 4.62219 2.89561 3.38476  0.1838
195 H 4.98913 5.94700 1.31616  0.2689
196 H -3.52637 -3.84639 10.12332  0.2551
197 H 6.45169 2.73925 -7.15200  0.2605
198 H 4.23214 -5.17881 5.21759  0.3274
199 H -3.97166 -2.50649 6.92090  0.3468
200 H -8.37823 -1.66905 7.22984  0.3340
201 H 0.76980 5.95783 -6.82207  0.3928
202 H 3.73110 -2.58648 1.63198  0.3873
203 H -5.31059 -1.78949 -0.02116  0.4503
204 H -3.83635 -3.94769 0.03255  0.6736
205 H -0.87774 -1.99345 -1.34871  -0.0176
206 H -4.42427 0.60756 0.09307  0.5084
207 H -6.51227 0.50326 0.40238  0.3106
208 H 3.00729 -6.16038 3.36455  0.4842
209 H -0.65593 6.45107 -2.24266  0.3636
210 H 0.44000 -5.81529 0.71031  0.3142
211 H 1.25586 -5.60117 4.93799  0.0983
212 H -6.19624 -3.81709 0.63544  0.3993
213 H 2.78859 3.63014 -4.61889  0.0344

Calculated values
- E (eV) = -110949.3406
- total charge = 0